Record 1
Computed, not measured: a molecular structure, C29H22MnN4O5, with ωB97M-V with the def2-TZVPD basis set.

The energy above the lowest of the compared OMol25 structures with the same formula, charge and spin comes out at 11.8 kcal/mol. The spin multiplicity is 4. The orbital gap (spin up / spin down) comes out at 6.067 / 6.846 eV.

Structure (XYZ):
```
61
Properties=species:S:1:pos:R:3:forces:R:3
Mn 0.15320 -0.29967 -0.15976 -0.572 0.498 0.210
C 1.37142 -2.08664 -3.29398 0.424 0.069 0.255
O 0.20460 -2.08366 -4.09301 -0.371 -0.123 -0.144
C -1.00309 -1.76611 -3.56396 -0.110 0.212 0.470
C -2.03702 -1.63047 -4.47824 0.127 -0.124 0.277
C -3.33548 -1.34511 -4.07632 -0.068 0.101 0.060
C -3.59971 -1.05429 -2.75790 -0.014 0.106 0.023
C -2.56548 -1.04587 -1.81824 0.838 -0.616 -0.532
C -2.78793 -0.55122 -0.49401 0.449 0.189 0.235
N -1.80550 -0.19291 0.26920 0.095 -0.433 -0.811
N -2.03017 0.22122 1.53568 -0.044 0.501 1.590
C -0.96573 -0.01736 2.27370 -1.801 0.302 -0.869
O 0.02342 -0.67282 1.78262 1.073 -0.620 -1.048
C -0.86233 0.52801 3.63666 0.271 0.078 0.272
C 0.18020 0.10484 4.45861 -0.151 -0.104 -0.134
C 0.39925 0.72050 5.67673 -0.024 -0.012 0.147
C -0.41541 1.76481 6.08494 -0.005 -0.021 0.003
C -1.45605 2.18955 5.27201 -0.062 0.025 0.023
C -1.68252 1.57562 4.05300 0.000 -0.147 -0.110
C -1.25720 -1.52367 -2.17822 -1.733 0.338 -1.252
O -0.35058 -1.70567 -1.27190 1.462 -0.125 1.334
H 2.19375 -2.26156 -3.98869 -0.073 0.047 0.071
H 1.34229 -2.88133 -2.54650 0.050 0.056 -0.085
H 1.50882 -1.12907 -2.78252 0.090 -0.130 -0.166
H -1.80089 -1.75707 -5.52270 0.052 -0.136 -0.128
H -4.12511 -1.31015 -4.81029 -0.080 0.018 -0.065
H -4.59747 -0.78410 -2.44901 -0.129 0.111 0.059
H -3.80353 -0.43535 -0.12463 0.065 0.041 0.138
H 0.81095 -0.70579 4.12772 0.124 -0.031 -0.054
H 1.20868 0.39055 6.31165 0.066 -0.050 0.019
H -0.24488 2.24695 7.03756 0.031 0.029 0.031
H -2.08246 3.01009 5.59257 -0.066 0.020 -0.027
H -2.47620 1.89752 3.39856 -0.097 0.099 -0.064
O 2.00489 -0.55642 0.07070 -1.042 -0.609 -1.461
C 2.54571 -0.27517 1.21200 0.729 0.867 1.784
C 3.42073 -1.18664 1.84053 -0.393 0.069 -0.362
C 3.96955 -0.91364 3.07108 -0.015 0.108 -0.050
C 3.73828 0.30525 3.70844 0.000 0.134 0.097
C 2.92252 1.23859 3.11095 0.033 -0.105 -0.064
C 2.28776 0.96480 1.89598 0.372 -0.789 -0.420
C 1.39574 1.91203 1.30938 -0.296 -0.237 -0.322
N 0.53460 1.54846 0.41348 0.723 -0.224 0.452
N -0.22102 2.46614 -0.21120 -1.134 0.961 -0.813
C -0.72141 1.97117 -1.32718 0.807 0.934 1.582
O -0.33786 0.82778 -1.75669 0.585 -1.454 0.136
C -1.80416 2.70490 -1.98973 -0.272 0.104 -0.193
C -2.32447 2.29181 -3.21328 0.179 -0.008 0.147
C -3.46729 2.89201 -3.70962 -0.070 0.059 -0.062
C -4.09709 3.89361 -2.98756 -0.030 0.064 -0.072
C -3.56973 4.32276 -1.77887 -0.040 0.044 -0.023
C -2.42609 3.73262 -1.28268 0.064 -0.018 -0.029
H 3.58320 -2.13628 1.35360 0.062 -0.069 -0.067
H 4.57954 -1.66338 3.55246 0.111 -0.048 0.028
H 4.17775 0.51020 4.67309 0.061 0.009 0.049
H 2.71962 2.17945 3.60286 -0.022 0.099 0.045
H 1.44555 2.95742 1.59851 -0.146 0.055 -0.112
H -1.84039 1.50184 -3.76467 0.072 -0.194 -0.011
H -3.87414 2.57160 -4.65821 -0.020 -0.032 -0.043
H -4.99939 4.34907 -3.36704 -0.092 0.026 -0.067
H -4.06091 5.10457 -1.21700 -0.018 0.045 0.010
H -2.00368 4.02964 -0.33700 -0.021 0.043 0.115
```
Positions in Å, forces in eV/Å.

=====

Record 2
Computed, not measured: 2 unconnected molecules or ions with the total composition C2H8N2, with ωB97M-V with the def2-TZVPD basis set.

The energy above the lowest of the compared OMol25 structures with the same formula, charge and spin comes out at 21.8 kcal/mol. The orbital gap comes out at 10.082 eV.

Structure (XYZ):
```
12
Properties=species:S:1:pos:R:3:forces:R:3
C 2.79421 0.57549 -0.12770 0.185 -0.259 0.437
N 1.56817 0.57740 -0.41911 -0.110 0.186 -0.326
H 3.10391 0.02602 0.76387 0.031 0.047 -0.073
H 3.59360 1.07409 -0.68079 -0.128 0.061 -0.116
H 1.40504 1.12351 -1.26836 -0.005 -0.030 0.053
C -1.76324 -0.83745 0.69485 0.023 -0.108 -0.028
N -2.03727 -0.16536 -0.57436 0.113 0.178 -0.044
H -1.48564 -1.87282 0.49960 -0.060 -0.048 -0.015
H -2.66506 -0.84518 1.30383 -0.066 -0.035 0.004
H -0.95593 -0.39935 1.28332 0.082 0.155 0.041
H -1.16450 -0.02423 -1.07140 -0.006 -0.109 0.018
H -2.39328 0.76789 -0.40376 -0.058 -0.037 0.050
```
Positions in Å, forces in eV/Å.

=====

Calculated M (g mol⁻¹), listed in the same order as above: 561.46; 60.10